Computed, not measured: one molecule with the formula C5H6N2S, with ωB97M-V with the def2-TZVPD basis set.

Its orbital gap is 0.3516 Ha. The calculation puts the HOMO energy at -9.23 eV. The value obtained for the largest force on an atom is 1.02 eV/Å. The LUMO energy is 0.0126 hartree. The charge is 0. Its relative energy (zero: lowest compared OMol25 entry of this formula, charge and spin) is 2.872 eV.

Atoms and positions in Å:
C 1.02 0.86 0.02
C -0.24 1.15 0.79
C -1.01 0.03 1.34
C -1.01 0.08 -1.35
C -0.22 1.19 -0.75
H 0.84 -1.52 -0.03
H 1.76 1.67 0.03
H -0.30 2.08 1.34
H -1.18 0.00 2.40
H -1.14 0.12 -2.41
H -0.26 2.14 -1.26
N -1.54 -0.95 0.68
N -1.52 -0.91 -0.73
S 1.91 -0.71 -0.01